No. 1
DFT (the ωB97M-V functional and the def2-TZVPD basis) results for C47H41Br4CdFN5O2PSi as an isolated structure.

```
103
Properties=species:S:1:pos:R:3:mulliken_charge:R:1
Cd 8.408 -18.658 -11.554 5.15
C 6.300 -22.368 -9.577 -1.02
C 5.285 -22.934 -10.286 -0.62
C 4.845 -22.316 -11.457 -1.05
C 5.545 -21.212 -11.923 -0.41
N 6.628 -20.727 -11.272 0.49
C 6.972 -21.265 -10.110 -0.30
C 5.097 -20.443 -13.103 1.07
C 4.195 -20.951 -14.043 -0.71
C 3.708 -20.138 -15.033 -0.84
C 4.147 -18.820 -15.127 -1.03
C 5.051 -18.409 -14.167 -0.55
N 5.513 -19.181 -13.196 1.27
H 6.678 -22.790 -8.663 0.46
H 4.779 -23.814 -9.909 0.39
H 3.977 -22.685 -11.962 0.41
H 7.763 -20.781 -9.576 0.15
H 3.794 -21.958 -13.900 0.33
H 3.048 -20.564 -15.751 0.45
H 3.828 -18.173 -15.921 0.47
H 5.471 -17.401 -14.216 0.39
Br 7.486 -15.609 -5.006 -0.24
C 7.676 -15.817 -6.896 -0.22
C 8.180 -14.827 -7.678 0.24
Br 8.657 -13.153 -6.861 -0.25
C 8.338 -15.030 -9.058 0.01
Br 9.004 -13.638 -10.178 -0.20
C 8.068 -16.238 -9.690 -0.39
O 8.323 -16.489 -10.928 -1.07
C 7.376 -17.276 -8.921 -0.36
O 6.987 -18.298 -9.562 -0.20
C 7.277 -17.033 -7.526 -0.22
Br 6.560 -18.483 -6.491 -0.28
C 6.225 -18.831 -17.912 -0.52
C 6.810 -17.642 -17.434 -0.81
C 7.641 -17.667 -16.318 -0.41
C 7.967 -18.862 -15.671 0.22
C 7.371 -20.019 -16.160 0.11
C 6.506 -20.023 -17.275 -0.62
Si 9.148 -18.799 -14.107 -0.84
C 10.287 -17.305 -14.394 0.60
C 11.393 -17.249 -15.240 -0.31
C 12.206 -16.132 -15.280 -0.61
C 11.957 -15.066 -14.410 -0.47
C 10.892 -15.140 -13.532 -0.60
C 10.036 -16.225 -13.548 0.01
C 10.146 -20.447 -14.484 0.34
C 10.277 -21.327 -13.398 0.16
C 10.950 -22.532 -13.540 -0.70
C 11.431 -22.931 -14.779 -0.53
C 11.242 -22.099 -15.903 -0.82
C 10.616 -20.868 -15.740 -0.21
H 5.599 -18.869 -18.796 0.35
H 6.622 -16.752 -17.958 0.48
H 8.072 -16.752 -15.949 0.38
H 7.573 -20.992 -15.685 0.29
H 6.082 -20.986 -17.625 0.34
H 11.658 -18.064 -15.880 0.24
H 13.046 -16.076 -15.975 0.32
H 12.661 -14.218 -14.476 0.29
H 10.702 -14.352 -12.807 0.26
H 9.223 -16.286 -12.840 -0.22
H 9.914 -21.060 -12.410 -0.30
H 11.033 -23.180 -12.671 0.40
H 11.931 -23.894 -14.904 0.31
H 11.559 -22.410 -16.881 0.40
H 10.440 -20.259 -16.614 0.42
F 13.800 -15.212 -11.426 -0.44
C 13.014 -16.315 -11.114 0.33
C 13.064 -17.483 -11.884 -0.38
C 12.154 -18.522 -11.656 0.17
C 11.196 -18.439 -10.630 0.42
C 10.152 -19.474 -10.365 -3.58
C 11.229 -17.291 -9.852 -0.29
C 12.093 -16.221 -10.084 -0.66
H 13.780 -17.555 -12.713 0.34
H 12.185 -19.386 -12.312 0.28
H 9.784 -19.466 -9.317 0.68
H 10.459 -20.471 -10.603 0.91
H 10.493 -17.151 -9.099 0.53
H 11.998 -15.309 -9.505 0.46
C 1.356 -16.583 -9.846 -1.07
N 2.506 -16.336 -9.026 0.11
C 3.323 -15.283 -9.587 -0.98
N 3.664 -15.490 -10.993 0.07
C 2.436 -15.728 -11.762 -1.04
N 1.622 -16.821 -11.265 0.06
C 2.310 -18.097 -11.446 -1.02
P 3.953 -18.264 -10.561 0.89
C 3.289 -17.588 -8.933 -0.96
C 4.644 -16.612 -11.135 0.44
H 0.659 -15.747 -9.773 0.30
H 0.841 -17.447 -9.460 0.49
H 4.250 -15.210 -8.999 0.48
H 2.758 -14.339 -9.497 0.26
H 2.754 -15.961 -12.769 0.47
H 1.832 -14.836 -11.805 0.26
H 2.520 -18.258 -12.507 0.31
H 1.674 -18.899 -11.104 0.48
H 4.150 -17.473 -8.246 0.25
H 2.675 -18.362 -8.436 0.43
H 4.989 -16.699 -12.162 0.12
H 5.523 -16.353 -10.556 -0.39
```

Properties
LUMO energy: 3.90 eV
charge: -2
HOMO: -1.397 eV
maximum force: 1.66 eV Å⁻¹



No. 2
DFT (the ωB97M-V functional and the def2-TZVPD basis) results for one molecule with the formula CH3N5O.

```
10
Properties=species:S:1:pos:R:3:mulliken_charge:R:1
O 2.390 -0.651 -0.099 -0.38
N 1.674 0.548 0.086 -0.40
C 0.383 0.162 0.113 0.41
N -0.033 -1.339 -0.156 -0.03
N -1.336 -1.338 0.011 -0.29
N -1.824 -0.047 0.249 -0.06
N -0.830 0.821 -0.301 -0.27
H 3.417 -0.353 0.394 0.37
H -2.720 0.228 -0.229 0.30
H -1.121 1.967 -0.067 0.34
```

Properties
LUMO energy: 0.13 eV
charge: 0
HOMO: -8.657 eV
SMILES string: O/N=c1\nn[nH][nH]1
maximum force: 6.26 eV Å⁻¹



No. 3
DFT (the ωB97M-V functional and the def2-TZVPD basis) results for one molecule with the formula C6H10N2O2.

```
20
Properties=species:S:1:pos:R:3:mulliken_charge:R:1
C -0.316 -0.713 1.810 -0.24
C -1.600 -0.351 1.618 -0.15
C 0.837 -0.673 0.919 0.67
C 0.249 2.057 0.325 -0.60
C 1.582 -0.787 -1.346 -0.99
C -1.931 -0.473 -0.735 -0.83
N 0.479 1.173 -0.725 -0.70
N 0.877 -0.089 -0.362 0.68
O 1.899 -1.225 1.288 -0.66
O -2.354 -0.109 0.616 -0.30
H 0.041 -1.145 2.737 0.32
H -0.409 1.520 1.011 0.17
H 1.140 2.249 1.011 0.28
H -0.173 2.922 -0.079 0.33
H 2.338 -1.278 -0.684 0.37
H 0.947 -1.432 -1.965 0.24
H 2.054 -0.134 -2.029 0.34
H -1.298 -1.269 -0.807 0.42
H -1.519 0.412 -1.294 0.32
H -2.844 -0.654 -1.311 0.33
```

Properties
LUMO energy (spin up / spin down): -0.93 / -0.23 eV
charge: 0
HOMO (spin up / spin down): -7.823 / -9.138 eV
maximum force: 4.43 eV Å⁻¹



No. 4
DFT (the ωB97M-V functional and the def2-TZVPD basis) results for a 2-piece molecular cluster, C2H9NO overall.

```
13
Properties=species:S:1:pos:R:3:mulliken_charge:R:1
C 0.107 1.206 -0.303 -0.87
N 0.350 0.070 0.555 -0.26
C 1.696 -0.446 0.379 -0.94
H 0.461 1.093 -1.327 0.31
H 0.746 2.057 0.021 0.33
H -0.958 1.431 -0.276 0.29
H 0.193 0.116 1.543 0.22
H 1.789 -1.444 0.824 0.31
H 2.246 -0.480 -0.562 0.31
H 2.463 0.062 1.014 0.31
O -3.290 -1.239 -0.286 -0.65
H -2.328 -1.303 -0.363 0.32
H -3.475 -1.124 -1.220 0.31
```

Properties
LUMO energy: 0.95 eV
charge: 0
HOMO: -8.689 eV
SMILES string: CNC.O
maximum force: 2.93 eV Å⁻¹



No. 5
DFT (the ωB97M-V functional and the def2-TZVPD basis) results for C5H4O2 as an isolated structure.

```
11
Properties=species:S:1:pos:R:3:mulliken_charge:R:1
O -0.280 2.972 -0.212 -0.18
C -0.012 1.874 -0.178 0.11
C -1.508 -0.688 -0.196 -0.77
C -0.274 -1.198 -0.255 0.06
C 0.981 -0.631 0.239 -0.77
C 1.396 0.622 0.432 0.91
O 2.133 1.495 0.759 -0.46
H -1.734 0.250 0.301 0.27
H -2.347 -1.208 -0.647 0.25
H -0.155 -2.181 -0.713 0.28
H 1.800 -1.307 0.471 0.31
```

Properties
LUMO energy: 0.22 eV
charge: 0
HOMO: -8.401 eV
maximum force: 2.03 eV Å⁻¹



No. 6
DFT (the ωB97M-V functional and the def2-TZVPD basis) results for a 16-piece molecular cluster, C16H52N20O19 overall.

```
107
Properties=species:S:1:pos:R:3:mulliken_charge:R:1
C 0.903 0.297 -0.956 0.61
C 1.423 -0.942 -0.664 0.82
C 0.570 -2.095 -0.114 0.56
O 1.061 -3.242 0.116 -0.77
C -0.779 -1.880 0.107 0.14
C -1.331 -0.561 -0.138 -0.31
C -0.454 0.560 -0.711 1.41
O -1.027 1.631 -0.986 -1.56
O -2.538 -0.368 0.082 0.12
O 2.639 -1.142 -0.930 -0.78
H 1.464 1.180 -1.226 -1.30
H -1.421 -2.679 0.448 0.14
C 1.847 0.705 3.103 0.51
O 2.735 0.029 2.598 -0.56
N 2.044 1.578 4.119 -0.46
N 0.532 0.556 2.727 0.12
H 1.329 2.290 4.149 0.17
H 2.939 1.897 4.440 0.28
H -0.149 0.792 3.426 0.22
H 0.480 -0.256 2.130 -0.35
C 0.857 4.479 0.545 0.48
O 1.917 4.802 1.138 -0.82
N -0.341 4.664 1.126 -0.35
N 0.859 3.775 -0.608 -0.11
H -1.132 4.373 0.570 0.17
H -0.462 5.004 2.057 0.21
H 1.811 3.628 -0.955 0.42
H 0.044 3.242 -0.892 0.15
C -4.070 -0.851 -3.107 0.37
O -4.970 -1.105 -3.908 -0.74
N -3.577 0.399 -2.897 -0.06
N -3.425 -1.831 -2.440 -0.14
H -3.768 1.109 -3.582 0.19
H -2.828 0.682 -2.285 -0.11
H -3.824 -2.749 -2.505 0.17
H -2.546 -1.715 -1.971 -0.01
C 3.663 2.453 -3.009 0.62
O 2.971 3.239 -2.358 -0.77
N 3.989 1.212 -2.537 -0.07
N 4.161 2.713 -4.243 -0.45
H 3.620 1.061 -1.611 -0.20
H 4.779 0.712 -2.895 0.28
H 4.773 2.058 -4.689 0.13
H 3.951 3.558 -4.739 0.23
C 4.195 -3.494 2.466 0.57
O 5.117 -3.854 3.209 -0.75
N 2.894 -3.677 2.771 -0.16
N 4.407 -3.089 1.175 -0.25
H 2.615 -3.923 3.703 0.14
H 2.229 -3.513 2.036 0.05
H 3.672 -2.597 0.690 0.15
H 5.312 -3.079 0.751 0.18
C 4.832 2.983 1.070 0.52
O 5.837 2.271 0.918 -0.74
N 4.901 4.318 1.268 -0.34
N 3.584 2.472 1.051 0.33
H 4.042 4.823 1.426 0.24
H 5.736 4.833 1.076 0.21
H 3.405 1.540 0.732 -0.26
H 2.810 3.004 1.444 0.12
C -4.158 3.503 0.077 0.45
O -5.105 4.271 -0.104 -0.74
N -3.965 2.736 1.177 -0.19
N -3.137 3.388 -0.836 -0.09
H -3.270 2.013 1.068 0.06
H -4.562 2.685 1.975 0.19
H -3.126 4.010 -1.620 0.20
H -2.459 2.633 -0.704 0.19
C -0.546 -2.865 4.479 0.54
O 0.440 -3.485 4.899 -0.73
N -0.671 -2.482 3.185 0.58
N -1.507 -2.384 5.306 -0.36
H 0.012 -2.771 2.507 -0.27
H -1.347 -1.758 3.007 -0.09
H -1.416 -2.536 6.290 0.23
H -2.380 -2.198 4.837 0.15
C -0.260 0.586 -5.000 0.41
O -0.961 0.226 -5.937 -0.69
N 0.311 1.820 -4.842 -0.25
N 0.145 -0.305 -4.032 -0.13
H 0.221 2.487 -5.584 0.21
H 0.571 2.101 -3.913 0.15
H -0.370 -1.167 -4.105 0.21
H 0.679 0.054 -3.260 -0.05
C -6.154 -0.945 -0.074 0.37
O -7.324 -1.253 0.164 -0.76
N -5.858 0.222 -0.698 -0.12
N -5.008 -1.568 0.333 -0.12
H -4.909 0.533 -0.799 0.05
H -6.597 0.875 -0.877 0.19
H -5.059 -2.455 0.808 0.14
H -4.078 -1.275 0.055 0.25
O 3.884 -1.904 -3.306 -0.76
H 3.421 -1.392 -3.976 0.34
H 3.450 -1.652 -2.466 0.40
O 2.827 -4.342 -1.918 -0.73
H 2.260 -4.176 -1.144 0.34
H 3.050 -3.466 -2.252 0.36
O -3.132 -0.893 2.871 -0.71
H -2.926 -0.864 1.918 0.02
H -3.614 -0.082 3.042 0.20
O -0.887 -5.268 0.899 -0.74
H -1.406 -5.436 0.105 0.31
H -0.215 -4.610 0.615 0.34
O -3.443 -4.385 2.031 -0.72
H -3.037 -3.570 2.334 0.34
H -2.691 -4.931 1.749 0.40
```

Properties
LUMO energy: 3.17 eV
charge: -2
HOMO: -4.402 eV
maximum force: 2.95 eV Å⁻¹



No. 7
DFT (the ωB97M-V functional and the def2-TZVPD basis) results for one molecule with the formula C16H17N3O3.

```
39
Properties=species:S:1:pos:R:3:mulliken_charge:R:1
C -5.597 0.321 0.074 -0.67
O -4.180 0.746 0.054 -0.32
C -3.884 1.652 -0.864 0.26
O -4.569 1.947 -1.812 -0.55
C -2.499 2.406 -0.812 0.50
C -2.377 3.695 -1.039 -0.35
C -1.085 4.300 -0.983 -0.51
C 0.026 3.533 -0.518 -0.65
C -0.238 2.232 -0.096 0.67
C 0.760 1.228 0.523 -1.11
C 0.891 -0.021 -0.426 0.41
N 1.463 0.533 -1.673 -0.01
N 2.252 -0.184 -2.427 -0.87
C 2.804 -1.332 -1.876 0.31
O 3.645 -1.965 -2.547 -0.56
C 2.688 -1.779 -0.493 0.57
C 1.738 -1.120 0.291 0.48
C 1.316 -1.616 1.660 -0.73
C 1.718 -3.060 1.821 -0.96
C 3.209 -3.213 1.457 -0.81
C 3.342 -3.025 0.029 -0.94
N -1.444 1.724 -0.328 -0.18
H -6.375 0.932 -0.504 0.30
H -5.707 -0.733 -0.259 0.27
H -5.920 0.248 1.113 0.28
H -3.306 4.246 -1.306 0.36
H -0.979 5.356 -1.194 0.42
H 0.982 4.084 -0.329 0.30
H 1.688 1.696 0.448 0.45
H 0.452 1.004 1.596 0.31
H -0.110 -0.514 -0.704 0.36
H 1.596 -0.949 2.470 0.43
H 0.188 -1.615 1.860 0.32
H 1.167 -3.789 1.180 0.31
H 1.506 -3.413 2.798 0.41
H 3.972 -2.521 1.999 0.25
H 3.544 -4.183 1.713 0.40
H 2.983 -3.881 -0.586 0.36
H 4.340 -2.967 -0.311 0.48
```

Properties
LUMO energy: -0.89 eV
charge: 0
HOMO: -9.301 eV
SMILES string: COC(=O)c1cccc(C[C@H]2N=NC(=O)C3=C2CCCC3)n1
maximum force: 5.13 eV Å⁻¹



No. 8
DFT (the ωB97M-V functional and the def2-TZVPD basis) results for one molecule with the formula C9H17NO2.

```
29
Properties=species:S:1:pos:R:3:mulliken_charge:R:1
C -3.559 0.394 -0.030 -0.92
N -2.534 -0.713 -0.126 0.00
C -1.700 -0.354 -1.306 -0.97
C -0.663 0.729 -1.049 -0.50
C 0.224 0.259 0.110 1.02
C -0.639 0.174 1.393 -0.55
C -1.741 -0.828 1.076 -0.83
C 1.032 -0.868 -0.114 -1.45
C 2.450 -0.284 -0.475 0.28
O 3.473 -1.112 -0.043 -0.54
C 2.461 1.153 0.153 -0.76
O 1.092 1.408 0.398 -0.48
H -4.397 0.312 0.711 0.31
H -3.178 1.357 0.173 0.35
H -4.193 0.426 -0.989 0.29
H -2.377 -0.117 -2.137 0.40
H -1.088 -1.172 -1.586 0.41
H -0.052 0.906 -2.043 0.25
H -1.196 1.619 -0.608 0.24
H 0.098 -0.172 2.199 0.35
H -1.158 1.120 1.862 0.24
H -2.321 -1.145 2.011 0.41
H -1.026 -1.730 0.900 0.31
H 1.314 -1.535 0.694 0.44
H 0.521 -1.487 -0.765 0.60
H 2.576 -0.198 -1.642 0.20
H 4.387 -0.585 0.029 0.35
H 3.021 1.872 -0.543 0.26
H 3.105 0.911 1.238 0.29
```

Properties
LUMO energy: 0.72 eV
charge: 0
HOMO: -8.719 eV
SMILES string: CN1CCC2(CC1)C[C@H](O)CO2
maximum force: 6.05 eV Å⁻¹



No. 9
DFT (the ωB97M-V functional and the def2-TZVPD basis) results for C3H9NO2 as an isolated structure.

```
15
Properties=species:S:1:pos:R:3:mulliken_charge:R:1
C 0.516 -1.948 -0.485 -0.07
C -0.305 0.763 0.648 -0.32
C -0.917 1.971 -0.058 -1.12
N 0.595 -0.001 -0.211 -0.20
O -0.090 -0.522 -1.376 -0.46
O 0.429 -2.344 0.826 -0.45
H 1.122 -1.906 1.340 0.33
H 1.365 0.586 -0.539 0.22
H -0.201 -2.559 -1.024 0.25
H 1.509 -1.991 -0.923 0.28
H -1.088 0.078 0.977 0.26
H 0.273 1.068 1.530 0.31
H -1.636 2.468 0.593 0.35
H -0.147 2.693 -0.334 0.30
H -1.424 1.643 -0.964 0.32
```

Properties
LUMO energy: 0.85 eV
charge: 0
HOMO: -8.386 eV
maximum force: 3.43 eV Å⁻¹



No. 10
DFT (the ωB97M-V functional and the def2-TZVPD basis) results for one molecule with the formula C8H7IO3.

```
19
Properties=species:S:1:pos:R:3:mulliken_charge:R:1
C 1.546 -3.297 0.450 -0.67
O 2.261 -2.058 0.358 -0.27
C 1.655 -0.866 0.661 0.03
C 2.431 0.231 0.499 -0.40
I 4.354 0.118 -0.206 0.07
C 1.894 2.020 0.565 0.36
O 2.635 2.800 1.098 -0.50
C 0.576 2.306 0.033 0.22
C -0.199 3.449 0.400 -0.20
C -1.374 3.389 -0.378 -0.65
C -1.139 2.281 -1.246 -0.12
O -0.093 1.640 -0.939 -0.24
H 1.314 -3.764 1.513 0.26
H 2.027 -4.164 -0.089 0.24
H 0.576 -3.114 0.136 0.31
H 0.605 -0.875 0.890 0.36
H 0.052 4.314 1.027 0.41
H -2.080 4.159 -0.514 0.40
H -1.744 1.854 -2.085 0.37
```

Properties
LUMO energy: 0.02 eV
charge: 0
HOMO: -8.295 eV
SMILES string: CO/C=C(\I)C(=O)c1ccco1
maximum force: 5.14 eV Å⁻¹



No. 11
DFT (the ωB97M-V functional and the def2-TZVPD basis) results for one molecule with the formula C2HN3OS.

```
8
Properties=species:S:1:pos:R:3:mulliken_charge:R:1
O -0.963 1.725 -0.230 -0.49
C -0.360 0.685 -0.141 0.47
N 1.017 0.527 -0.325 0.15
N 1.308 -0.790 -0.264 -0.28
N 0.336 -1.484 0.126 -0.22
C -0.821 -0.791 0.315 0.29
S -2.270 -1.044 0.994 -0.15
H 1.752 1.173 -0.475 0.22
```

Properties
LUMO energy: -2.45 eV
charge: 0
HOMO: -9.513 eV
SMILES string: O=C1NN=NC1=S
maximum force: 3.71 eV Å⁻¹



No. 12
DFT (the ωB97M-V functional and the def2-TZVPD basis) results for a 8-piece molecular cluster, C5H26N10O8 overall.

```
49
Properties=species:S:1:pos:R:3:mulliken_charge:R:1
N 5.086 0.968 14.094 -0.26
C 5.620 2.160 14.493 0.50
N 6.908 2.049 14.860 0.03
O 5.075 3.236 14.247 -0.61
H 4.166 0.978 13.689 0.19
H 5.521 0.107 14.365 0.16
H 7.391 2.855 15.219 0.06
H 7.387 1.170 14.864 0.07
N 4.008 3.997 11.327 -0.06
C 3.555 4.394 10.106 0.64
N 4.137 5.549 9.661 -0.41
O 2.618 3.868 9.511 -0.75
H 3.713 3.063 11.599 -0.04
H 4.733 4.503 11.795 0.14
H 4.884 5.887 10.237 0.16
H 3.944 5.858 8.728 0.23
N 1.326 2.005 11.191 -0.31
C 2.280 1.175 11.676 0.65
N 1.842 0.342 12.666 -0.38
O 3.397 1.124 11.165 -0.65
H 1.557 2.659 10.448 0.30
H 0.423 2.039 11.627 0.12
H 2.378 -0.425 13.018 0.25
H 0.905 0.499 12.987 0.14
N 10.365 2.587 17.296 -0.19
C 11.139 3.144 18.269 0.57
N 11.371 4.474 18.085 -0.34
O 11.566 2.493 19.207 -0.64
H 9.907 3.152 16.591 0.19
H 10.295 1.587 17.291 0.09
H 10.988 5.018 17.339 0.16
H 11.817 4.948 18.850 0.21
N 9.796 0.731 14.260 -0.39
C 8.968 0.214 13.319 0.38
N 8.389 -0.971 13.663 -0.33
O 8.820 0.788 12.257 -0.56
H 9.689 0.453 15.221 0.25
H 10.080 1.678 14.075 0.19
H 7.822 -1.500 13.026 0.22
H 8.622 -1.443 14.519 0.18
O 2.860 4.466 15.389 -0.64
H 3.338 4.057 16.114 0.29
H 3.491 4.454 14.659 0.39
O 8.730 4.500 15.790 -0.69
H 9.197 5.328 15.638 0.26
H 7.952 4.753 16.304 0.33
O 7.495 3.418 11.952 -0.60
H 7.817 4.306 12.130 0.27
H 6.762 3.297 12.566 0.26
```

Properties
LUMO energy: -0.38 eV
charge: 0
HOMO: -9.506 eV
SMILES string: NC(N)=O.NC(N)=O.NC(N)=O.NC(N)=O.NC(N)=O.O.O.O
maximum force: 2.36 eV Å⁻¹